This record from the Open Molecules 2025 dataset describes a 9-piece molecular cluster, C51H105N3O15S6 overall. The level of theory is ωB97M-V with the def2-TZVPD basis set.

```
! RIJCOSX wB97M-V def2-TZVPD def2/J DEFGRID3
* xyz 0 1
C -3.12 2.01 2.53
C -3.31 0.50 2.89
C -2.35 -0.33 2.08
C -2.81 0.37 4.38
C -3.87 0.67 5.51
C -5.17 -0.13 5.23
C -5.74 -0.03 3.78
C -6.74 -1.30 3.75
C -6.56 1.32 3.65
N -4.70 -0.11 2.75
O -5.22 0.02 1.49
H -2.25 2.57 2.87
H -3.05 2.03 1.44
H -4.02 2.53 2.86
H -2.52 -0.19 1.02
H -1.29 -0.30 2.34
H -2.60 -1.38 2.27
H -2.37 -0.61 4.54
H -1.94 0.93 4.73
H -3.62 0.54 6.56
H -4.10 1.73 5.45
H -5.97 0.31 5.82
H -5.08 -1.19 5.46
H -7.52 -1.34 4.51
H -6.20 -2.25 3.79
H -7.12 -1.31 2.73
H -6.59 1.98 4.52
H -7.61 1.04 3.58
H -6.11 1.86 2.82
H -5.20 -0.89 1.19
C 2.34 0.19 -1.71
C 1.40 0.00 -2.92
C 2.39 -0.06 -4.13
C 0.58 -1.41 -2.79
C -0.63 -1.30 -1.80
C -1.56 -0.06 -2.08
C -0.72 1.24 -2.26
C -1.78 2.26 -2.87
C -0.36 1.74 -0.84
N 0.41 1.05 -3.15
O 1.01 2.25 -3.38
H 3.40 0.00 -1.88
H 2.33 1.17 -1.24
H 2.05 -0.40 -0.85
H 1.82 0.26 -5.00
H 3.21 0.65 -4.13
H 2.84 -0.98 -4.50
H 0.18 -1.60 -3.78
H 1.20 -2.25 -2.47
H -1.19 -2.24 -1.71
H -0.03 -1.09 -0.91
H -2.30 0.06 -1.29
H -2.15 -0.48 -2.90
H -1.43 3.20 -3.31
H -2.64 2.44 -2.24
H -2.24 2.03 -3.83
H 0.08 1.06 -0.11
H -1.32 2.05 -0.42
H 0.22 2.66 -0.94
H 1.43 2.54 -2.56
C 1.66 0.89 2.90
C 2.11 -0.42 3.53
C 1.16 -1.08 4.54
C 2.07 -1.49 2.24
C 3.32 -1.47 1.39
C 4.67 -1.37 2.22
C 4.62 -0.19 3.36
C 5.95 -0.39 4.24
C 4.92 1.19 2.64
N 3.43 -0.29 4.21
O 3.44 0.42 5.42
H 0.59 1.01 3.01
H 2.07 1.73 3.47
H 2.04 1.08 1.89
H 0.79 -0.36 5.27
H 0.27 -1.32 3.95
H 1.59 -1.99 4.93
H 1.89 -2.48 2.66
H 1.26 -1.19 1.57
H 3.36 -2.16 0.54
H 3.26 -0.55 0.81
H 5.54 -1.23 1.58
H 4.86 -2.22 2.88
H 6.88 -0.27 3.68
H 5.96 -1.36 4.74
H 6.10 0.32 5.06
H 5.91 1.37 2.23
H 4.76 2.04 3.31
H 4.19 1.30 1.84
H 3.64 -0.27 6.05
O -1.60 -5.70 -0.33
S -0.64 -5.65 0.69
O -1.03 -5.22 2.03
C 0.39 -7.20 0.77
C 1.59 -6.90 -0.12
C 2.08 -5.45 0.28
C 0.85 -4.56 0.20
H -0.16 -8.13 0.70
H 0.85 -7.30 1.75
H 2.34 -7.68 0.03
H 1.33 -7.13 -1.15
H 2.84 -5.16 -0.45
H 2.61 -5.51 1.23
H 0.62 -4.18 -0.79
H 0.84 -3.80 0.98
O 2.57 3.68 -1.47
S 2.96 5.08 -1.87
O 4.26 5.67 -2.18
C 1.61 5.60 -3.01
C 0.97 6.87 -2.50
C 0.89 6.77 -0.93
C 2.31 6.28 -0.43
H 0.80 4.87 -3.01
H 1.96 5.51 -4.04
H 1.40 7.86 -2.58
H -0.01 6.97 -2.97
H 0.03 6.17 -0.62
H 0.57 7.74 -0.53
H 2.40 5.69 0.48
H 2.77 7.26 -0.45
O -6.44 -3.53 0.27
S -6.73 -3.63 -1.14
O -7.45 -4.74 -1.72
C -7.36 -1.93 -1.81
C -6.12 -1.08 -2.08
C -4.80 -1.98 -2.44
C -5.15 -3.51 -2.18
H -8.00 -1.68 -0.96
H -7.90 -2.05 -2.76
H -6.39 -0.34 -2.84
H -6.01 -0.39 -1.25
H -3.94 -1.66 -1.85
H -4.30 -1.90 -3.40
H -4.44 -4.20 -1.72
H -5.36 -3.95 -3.16
O 5.89 0.36 -2.98
S 6.41 0.95 -1.70
O 6.43 0.19 -0.42
C 7.98 1.80 -2.14
C 7.77 3.22 -1.70
C 6.51 3.48 -0.70
C 5.55 2.52 -1.42
H 8.02 1.69 -3.23
H 8.82 1.27 -1.69
H 8.61 3.87 -1.46
H 7.52 3.65 -2.67
H 6.17 4.51 -0.64
H 7.03 3.13 0.19
H 5.27 2.95 -2.38
H 4.62 2.39 -0.86
O -4.35 4.72 -1.59
S -5.67 4.10 -1.72
O -6.40 4.13 -2.99
C -5.60 2.46 -0.94
C -7.00 2.18 -0.35
C -7.25 3.50 0.45
C -6.87 4.79 -0.39
H -4.90 2.50 -0.11
H -5.20 1.67 -1.58
H -7.79 1.77 -0.98
H -7.00 1.39 0.40
H -6.49 3.54 1.23
H -8.06 3.63 1.17
H -6.65 5.75 0.07
H -7.75 4.86 -1.03
O 3.06 -4.24 -5.49
S 3.41 -4.57 -4.12
O 2.35 -5.14 -3.25
C 5.16 -5.48 -4.09
C 5.54 -5.17 -2.61
C 5.30 -3.72 -2.36
C 4.11 -3.13 -3.23
H 5.54 -4.90 -4.94
H 4.91 -6.52 -4.31
H 5.21 -5.88 -1.85
H 6.58 -5.44 -2.41
H 6.16 -3.07 -2.55
H 4.98 -3.72 -1.32
H 4.67 -2.56 -3.98
H 3.29 -2.61 -2.73
*
```

Computed properties:
max |F| = 5.20 eV/A
SMILES = CC1(C)CCCC(C)(C)N1O.CC1(C)CCCC(C)(C)N1O.CC1(C)CCCC(C)(C)N1O.O=S1(=O)CCCC1.O=S1(=O)CCCC1.O=S1(=O)CCCC1.O=S1(=O)CCCC1.O=S1(=O)CCCC1.O=S1(=O)CCCC1
LUMO level = 0.303 eV
Kohn-Sham gap = 8.427 eV
E = -154769.7025 eV

Atomic partial charges in e from the Löwdin method, atoms 1 to 6:
1. C -0.0145
2. C -0.4360
3. C -0.0410
4. C -0.1278
5. C -0.1501
6. C -0.1507


This record from the Open Molecules 2025 dataset describes a 6-piece molecular cluster, C5H21N2O6 overall. The level of theory is ωB97M-V with the def2-TZVPD basis set.

```
! RIJCOSX wB97M-V def2-TZVPD def2/J DEFGRID3
* xyz 1 1
O -2.43 -1.63 2.41
C -3.03 -0.67 2.01
C -3.16 -0.24 0.54
C -2.34 -0.80 -0.60
C -0.97 -1.42 -0.21
N 1.76 -0.67 0.01
C 1.24 -1.09 -1.16
N -0.02 -1.50 -1.25
H -3.35 -0.03 2.85
H -4.25 -0.42 0.25
H -2.98 0.87 0.62
H -2.05 -0.01 -1.37
H -2.85 -1.63 -1.20
H -0.54 -1.05 0.68
H -1.32 -2.47 0.02
H 1.12 -0.58 0.77
H 2.76 -0.25 0.00
H 1.74 -0.86 -2.12
H -0.40 -1.81 -2.13
H 3.08 1.11 1.62
H 2.66 1.15 3.13
O 2.97 0.59 2.42
H 3.05 2.29 -0.51
H 2.50 3.29 0.50
O 2.50 2.22 0.29
H 0.80 1.43 -2.08
H 1.64 1.41 -3.34
O 1.69 1.29 -2.39
H 0.48 -1.93 3.03
H 1.58 -2.09 2.09
O 0.63 -1.93 2.07
H -0.56 2.85 -1.69
H -1.01 2.47 -3.08
O -0.95 2.10 -2.17
*
```

Computed properties:
max |F| = 4.87 eV/A
LUMO level = -2.840 eV
Kohn-Sham gap = 9.571 eV
E = -20783.7327 eV

Atomic partial charges in e from the Löwdin method, atoms 1 to 6:
1. O 0.0485
2. C -0.2397
3. C -0.1519
4. C -0.1729
5. C -0.2052
6. N 0.1628


This record from the Open Molecules 2025 dataset describes a 2-piece molecular cluster, C4H6O2S overall. The level of theory is ωB97M-V with the def2-TZVPD basis set.

```
! RIJCOSX wB97M-V def2-TZVPD def2/J DEFGRID3
* xyz 0 1
C -1.70 1.86 -2.14
C -1.06 0.18 -0.85
C 1.31 0.32 0.20
C -0.21 0.20 0.41
O -0.93 1.79 -3.00
O -2.73 2.21 -1.69
S -2.04 -1.15 -1.07
H 1.58 1.15 -0.51
H 1.84 -0.57 -0.13
H 1.82 0.51 1.20
H -0.61 1.09 0.85
H -0.43 -0.61 0.99
H -2.65 -0.82 -2.25
*
```

Computed properties:
max |F| = 3.20 eV/A
LUMO level = -0.532 eV
Kohn-Sham gap = 8.512 eV
E = -19172.9305 eV

Atomic partial charges in e from the Löwdin method, atoms 1 to 6:
1. C -0.6121
2. C -0.4393
3. C -0.0939
4. C -0.3265
5. O 0.1438
6. O 0.1098